Entry 1:
The following is a quantum chemistry calculation of a 11-piece molecular cluster, C4H32N2O10 overall in a non-equilibrium geometry, from OMol25.

Each line ends with the Mulliken charge.
Geometry (Å):
N (-0.1095, 0.0916, -0.4816)  0.695
C (-3.0611, 0.0735, -2.2163)  -1.263
C (-2.4027, -0.6926, -1.0670)  -0.256
C (-1.5623, 0.1198, -0.0040)  0.684
C (-1.8563, -0.4281, 1.4074)  -1.170
N (-0.9865, -1.3568, 2.1149)  -0.454
H (0.2262, -0.8086, -0.8886)  0.411
H (0.1995, 0.7785, -1.2057)  0.224
H (-2.2925, 0.3681, -2.9423)  0.198
H (-3.8544, -0.6113, -2.4842)  0.433
H (-3.4508, 0.9652, -1.7802)  0.310
H (-1.7268, -1.5953, -1.1670)  0.288
H (-3.2451, -1.1274, -0.4014)  0.342
H (-1.7712, 1.2133, -0.0079)  0.052
H (-1.8184, 0.4680, 2.0736)  0.086
H (-2.8612, -0.8412, 1.2910)  0.584
H (-1.1069, -2.3083, 1.7054)  0.253
H (0.0008, -0.9647, 2.0617)  0.220
H (2.3408, 1.2582, -0.9416)  0.368
H (1.8734, 2.9934, -2.0863)  0.095
O (1.4686, 2.3452, -1.5241)  -0.937
H (0.7500, -3.1098, -1.6419)  0.306
H (0.3688, -3.1798, -0.2072)  0.286
O (0.0320, -2.8442, -1.0596)  -0.630
H (-0.0462, 0.0823, 3.5344)  0.376
H (-0.0781, -1.2244, 4.4902)  0.311
O (0.4722, -0.5378, 4.1210)  -0.674
H (0.6591, 2.3120, 1.3740)  0.180
H (0.8939, 2.6303, -0.1444)  0.359
O (0.1065, 2.4618, 0.6061)  -0.740
H (1.8971, -1.6630, 2.3686)  0.314
H (2.1163, -1.6407, 0.8300)  0.341
O (1.6709, -2.0941, 1.5466)  -0.667
H (-1.7357, 3.3806, 0.6335)  0.291
H (-3.2869, 3.1159, 1.0596)  0.264
O (-2.3548, 2.8991, 1.2013)  -0.583
H (2.6028, -0.0049, 1.6875)  0.199
H (2.1471, 0.6393, 2.8809)  0.293
O (1.8709, 0.5938, 1.9402)  -0.517
H (0.1336, 0.4014, -3.7878)  0.246
H (1.1424, 1.2253, -2.7941)  0.375
O (0.8631, 0.3251, -3.1882)  -0.694
H (3.6087, 0.4327, -0.3520)  0.231
H (0.5915, 0.3368, 0.2306)  -0.433
O (2.6733, 0.3648, -0.5192)  -0.535
H (3.0301, -1.5423, -2.8499)  0.340
H (2.6723, -1.3591, -1.4338)  0.304
O (3.1954, -1.9416, -1.9824)  -0.704

## Properties
Gap between HOMO and LUMO, eV: 9.39
ΔE to the lowest compared entry with this formula, charge and spin, eV: 1.815
HOMO level, eV: -9.2
E_LUMO, eV: 0.205

=====

Entry 2:
The following is a quantum chemistry calculation of a 13-piece molecular cluster, C4H32N2O14 overall in a non-equilibrium geometry, from OMol25.

Each line ends with the Mulliken charge.
Geometry (Å):
C (-0.3812, -0.4038, 0.4268)  -0.789
C (-1.2868, -1.5316, 0.9194)  -0.739
C (-2.6350, -1.3912, 0.1864)  -0.071
O (-3.3314, -0.4191, 0.2250)  -0.474
N (-0.3380, -0.3152, -1.0510)  0.845
C (0.4620, -1.2449, -1.6971)  -0.430
N (1.7158, -1.5474, -1.2295)  -0.078
O (0.1392, -1.6128, -2.8194)  -0.645
H (-0.7840, 0.4915, 0.8823)  0.124
H (0.5861, -0.6177, 0.8724)  0.506
H (-1.6357, -1.4316, 1.9547)  0.473
H (-1.0618, -2.5823, 0.7877)  0.326
H (-2.8591, -2.2535, -0.4721)  0.276
H (-1.3064, -0.1730, -1.3125)  0.498
H (2.1395, -1.0356, -0.4523)  0.116
H (2.4084, -1.6003, -1.9502)  0.315
H (-0.6659, 2.4720, 3.0884)  0.268
H (-0.0324, 2.1348, 4.3192)  0.344
O (-0.5316, 1.6660, 3.6361)  -0.619
H (-1.0421, 2.1798, -3.9605)  0.313
H (-0.9632, 1.5391, -2.5027)  0.192
O (-1.4899, 2.1179, -3.1285)  -0.639
H (-3.1747, 0.4467, -3.1373)  0.308
H (-2.6839, -1.1318, -3.5066)  0.307
O (-3.0767, -0.5194, -2.8470)  -0.602
H (-0.8042, 3.2139, 1.0322)  0.501
H (-1.7157, 4.2837, 1.5768)  0.313
O (-0.9266, 3.7673, 1.8528)  -0.685
H (1.6116, -3.5150, -0.0124)  0.357
H (2.9570, -3.7796, -0.5434)  0.369
O (2.4881, -3.7471, 0.3227)  -0.781
H (2.3970, 2.7615, 1.6132)  0.375
H (1.7650, 3.7269, 2.6850)  0.293
O (2.5550, 3.2062, 2.4611)  -0.670
H (1.4486, 1.6575, -3.3291)  0.315
H (0.9612, 3.0981, -3.3484)  0.334
O (1.2297, 2.4003, -3.9346)  -0.653
H (-1.3154, -4.0867, -1.6039)  0.323
H (-0.0662, -4.2838, -0.7811)  0.307
O (-1.0569, -4.4407, -0.7555)  -0.626
H (-0.5217, -0.5676, 5.4641)  0.286
H (0.1346, -0.0913, 4.1271)  0.404
O (0.1598, -0.7837, 4.8363)  -0.651
H (-1.2638, 2.7082, -0.7361)  0.391
H (0.0908, 1.9995, -0.9219)  0.188
O (-0.3450, 2.7966, -0.5158)  -0.773
H (1.3015, 1.2247, 0.8710)  0.317
H (2.6646, 0.6515, 1.0736)  0.340
O (2.1980, 1.3046, 0.5145)  -0.675
H (2.7264, -1.2199, 2.4672)  0.319
H (2.7778, -2.2976, 1.4119)  0.310
O (3.0005, -1.3598, 1.5436)  -0.654

## Properties
Gap between HOMO and LUMO, eV: 9.88
ΔE to the lowest compared entry with this formula, charge and spin, eV: 2.338
HOMO level, eV: -10.0
E_LUMO, eV: -0.127

=====

Entry 3:
The following is a quantum chemistry calculation of a 10-piece molecular cluster, C4H32N3O9 overall in a non-equilibrium geometry, from OMol25.

Each line ends with the Mulliken charge.
Geometry (Å):
N (1.0827, 2.4312, 0.3130)  0.131
C (1.8894, 1.6482, 1.2857)  -0.760
C (1.1241, 0.4568, 1.8232)  -0.679
N (0.8345, -0.4939, 0.7393)  1.173
C (1.0791, -1.8869, 1.1217)  -1.024
C (0.6869, -2.8504, 0.0182)  -0.773
N (-0.7670, -2.9319, -0.1871)  -0.429
H (0.0835, 2.5514, 0.6421)  0.242
H (1.0466, 1.9766, -0.6248)  0.209
H (1.4702, 3.3680, 0.1547)  0.420
H (2.1939, 2.2822, 2.1003)  0.455
H (2.7884, 1.2887, 0.7960)  0.335
H (0.1913, 0.7871, 2.2791)  0.425
H (1.7040, -0.0241, 2.5998)  0.382
H (1.3698, -0.2859, -0.1029)  -0.740
H (2.1289, -2.0399, 1.3424)  0.544
H (0.5599, -2.1143, 2.0504)  0.543
H (1.1215, -3.8160, 0.2309)  0.378
H (1.1132, -2.4972, -0.9309)  0.209
H (-1.2903, -2.7897, 0.6678)  0.227
H (-1.0215, -3.8181, -0.6069)  0.222
H (1.6216, -0.1016, -2.0575)  0.224
H (2.8608, 0.8454, -2.1077)  0.315
O (2.3736, 0.2464, -1.5179)  -0.668
H (3.1479, -0.7691, -0.2398)  0.225
H (4.3588, -1.5011, 0.3590)  0.303
O (3.4589, -1.2843, 0.5459)  -0.551
H (0.3137, -1.1584, -3.8422)  0.283
H (-0.5886, -0.7936, -2.6461)  0.398
O (0.2555, -0.5449, -3.1094)  -0.697
H (-2.6810, -1.7202, -2.2929)  0.293
H (-1.9048, -1.5729, -0.9425)  0.339
O (-2.0720, -1.1365, -1.8258)  -0.720
H (0.2357, 1.3122, -2.7622)  0.351
H (-0.8426, 2.1618, -2.0877)  0.404
O (0.1271, 2.0982, -2.2141)  -0.753
H (-1.6998, 1.8014, 1.3085)  0.423
H (-2.0315, 3.1070, 0.5182)  0.324
O (-1.4288, 2.7421, 1.1758)  -0.777
H (-2.2935, -0.9778, 4.2702)  0.321
H (-3.6181, -1.4603, 3.6842)  0.289
O (-2.6977, -1.2989, 3.4442)  -0.640
H (-2.8019, 1.3503, -1.3100)  0.305
H (-3.1764, 2.2078, -2.5241)  0.287
O (-2.5676, 2.1623, -1.7934)  -0.641
H (-1.2786, -0.2119, 0.9856)  0.261
H (-2.4329, -0.2622, 2.0029)  0.383
O (-2.1588, 0.1817, 1.1673)  -0.772

## Properties
Gap between HOMO and LUMO, eV: 9.46
Charge: +1
ΔE to the lowest compared entry with this formula, charge and spin, eV: 0.457
HOMO level, eV: -11.7
E_LUMO, eV: -2.196

=====

Entry 4:
The following is a quantum chemistry calculation of a 12-piece molecular cluster, C4H32NO12S overall in a non-equilibrium geometry, from OMol25.

Each line ends with the Mulliken charge.
Geometry (Å):
O (-0.3750, 0.6419, 1.5772)  -0.449
C (-1.1882, 0.2239, 0.8026)  -0.179
C (-0.7693, -0.0270, -0.6997)  0.079
C (-1.1911, -1.3779, -1.2363)  -0.555
C (-1.4652, -1.5830, -2.7217)  -0.955
S (-2.1607, -0.0327, -3.5598)  -0.260
N (0.7409, 0.1267, -0.7354)  -0.142
H (-2.2590, 0.2207, 1.0480)  0.250
H (-1.0395, 0.8747, -1.2571)  0.609
H (-0.2733, -1.9452, -0.9643)  0.238
H (-1.8070, -1.9454, -0.5263)  0.516
H (-2.2944, -2.3278, -2.7604)  0.467
H (-0.6757, -1.9842, -3.3197)  0.362
H (-3.4273, -0.0723, -3.0510)  0.155
H (1.2343, 1.0037, -0.4782)  0.253
H (1.1057, 0.1044, -1.7040)  0.458
H (1.2201, -0.6013, -0.2008)  0.281
H (3.1666, 0.5326, 0.2643)  0.231
H (3.3325, 1.9192, 0.2489)  0.474
O (3.0614, 1.2289, -0.4124)  -0.670
H (1.4756, -1.3993, -3.5623)  0.298
H (1.5286, 0.0578, -4.3458)  0.245
O (1.2117, -0.4775, -3.6118)  -0.574
H (1.4674, -0.9922, 4.4497)  0.283
H (1.2419, -2.4672, 4.5029)  0.271
O (1.1070, -1.7224, 3.9099)  -0.540
H (1.4266, 2.9951, -1.3439)  0.242
H (0.2191, 3.3499, -2.1820)  0.271
O (0.4648, 2.9094, -1.3553)  -0.532
H (2.6657, 2.1840, 2.1088)  0.321
H (3.2746, 3.6514, 2.1448)  0.312
O (3.3587, 2.7615, 1.7633)  -0.684
H (4.6521, -0.6844, 1.5535)  0.310
H (3.6897, -1.7905, 1.5262)  0.303
O (3.7069, -0.8458, 1.7125)  -0.593
H (-1.1103, -4.0946, 1.8991)  0.270
H (-2.0391, -2.9080, 1.7770)  0.327
O (-1.2688, -3.3294, 1.3413)  -0.598
H (-3.4479, 2.5202, 0.0323)  0.279
H (-3.9416, 1.1474, 0.5519)  0.296
O (-3.3582, 1.5722, -0.0783)  -0.555
H (-1.6417, 3.8626, -0.4888)  0.306
H (-0.4999, 3.6076, 0.4557)  0.307
O (-1.4514, 3.7840, 0.4554)  -0.622
H (1.9660, -3.4515, 1.6754)  0.287
H (1.0390, -2.3038, 1.1778)  0.235
O (1.9159, -2.7060, 1.0483)  -0.628
H (-2.0603, -1.3379, 4.5220)  0.258
H (-1.1482, -1.4428, 3.2381)  0.345
O (-2.0532, -1.3947, 3.5681)  -0.604

## Properties
Gap between HOMO and LUMO, eV: 9.23
Charge: +1
ΔE to the lowest compared entry with this formula, charge and spin, eV: 3.331
HOMO level, eV: -11.7
E_LUMO, eV: -2.443